Record 1
{"formula": "FeH12O6", "method": "ωB97M-V with the def2-TZVPD basis set", "energy_ev": -46853.3059, "multiplicity": 5, "charge": 2, "e_above_lowest_kcal_mol": 3.3, "symbols": ["Fe", "O", "H", "H", "O", "H", "H", "O", "H", "H", "O", "H", "H", "O", "H", "H", "O", "H", "H"], "positions_angstrom": [[0.040, 0.043, -0.003], [1.520, -0.290, -1.421], [2.461, -0.235, -1.251], [1.447, -0.867, -2.182], [0.846, 1.862, 0.573], [1.770, 2.071, 0.435], [0.522, 2.562, 1.139], [-0.724, -1.837, -0.722], [-1.600, -1.980, -1.081], [-0.280, -2.678, -0.829], [1.071, -1.045, 1.437], [1.815, -0.633, 1.876], [0.789, -1.734, 2.039], [-1.546, 0.326, 1.389], [-2.401, -0.096, 1.303], [-1.611, 0.837, 2.196], [-1.198, 0.957, -1.416], [-0.808, 1.505, -2.098], [-2.114, 1.231, -1.383]], "forces_ev_per_angstrom": [[-0.6, -0.4, 0.1], [0.2, 0.2, 0.0], [0.5, 0.1, 0.1], [-0.3, -0.3, -0.5], [0.3, 0.0, 0.1], [0.5, 0.2, -0.2], [-0.4, 0.4, 0.2], [-0.1, 0.1, 0.1], [-0.5, 0.0, -0.2], [0.4, -0.4, 0.1], [0.3, 0.1, 0.0], [0.5, 0.2, 0.2], [-0.4, -0.4, 0.2], [0.0, 0.0, -0.2], [-0.4, -0.3, -0.1], [0.1, 0.3, 0.4], [0.1, 0.0, -0.2], [0.3, 0.3, -0.5], [-0.5, 0.0, 0.2]]}

=====

Record 2
{"formula": "FeI7Pd", "method": "ωB97M-V with the def2-TZVPD basis set", "energy_ev": -94576.1159, "multiplicity": 7, "charge": -3, "symbols": ["Pd", "Fe", "I", "I", "I", "I", "I", "I", "I"], "positions_angstrom": [[-0.175, 1.182, 1.555], [-0.409, -0.068, -1.744], [0.566, -2.061, -3.042], [-2.294, 1.163, -1.881], [1.948, 1.794, -2.414], [0.192, 1.814, 4.532], [2.623, 1.514, 2.670], [0.114, -1.541, 0.466], [-2.565, -3.798, -0.142]], "forces_ev_per_angstrom": [[0.7, -1.2, -0.2], [4.4, -2.1, 0.3], [0.2, -0.5, -1.1], [-3.9, 2.6, -0.1], [-0.4, 0.0, 0.2], [-0.6, 0.1, 0.2], [0.2, 0.0, -0.5], [0.1, 1.8, 1.3], [-0.6, -0.6, 0.0]]}

=====

Record 3
{"formula": "H10KO5", "method": "ωB97M-V with the def2-TZVPD basis set", "energy_ev": -26721.1572, "multiplicity": 1, "charge": 1, "e_above_lowest_kcal_mol": 5.3, "symbols": ["K", "O", "H", "H", "O", "H", "H", "O", "H", "H", "O", "H", "H", "O", "H", "H"], "positions_angstrom": [[-0.120, 0.172, -0.265], [0.383, 0.860, 2.349], [0.261, 0.203, 3.049], [0.163, 1.714, 2.747], [0.315, -1.499, -2.435], [0.876, -1.041, -3.077], [0.221, -2.395, -2.787], [-1.830, 2.631, -0.425], [-2.202, 2.895, 0.429], [-0.909, 2.924, -0.411], [-1.706, -1.883, 0.916], [-2.183, -1.630, 1.719], [-2.233, -2.597, 0.530], [2.652, 0.089, -0.813], [3.440, 0.145, -1.370], [2.873, -0.587, -0.156]], "forces_ev_per_angstrom": [[-0.1, -0.3, -0.1], [-0.2, 0.0, 0.0], [0.1, 0.3, -0.1], [0.1, -0.2, 0.1], [0.1, 0.0, -0.2], [-0.1, -0.2, 0.1], [0.0, 0.2, 0.1], [0.4, -0.4, 0.3], [0.1, 0.1, -0.3], [-0.3, 0.4, 0.0], [-0.1, 0.1, 0.1], [0.0, -0.1, -0.2], [0.1, 0.2, 0.1], [0.1, -0.2, 0.2], [-0.2, 0.1, 0.1], [0.1, 0.2, -0.2]]}

=====

Record 4
{"formula": "H10MgO17S3", "method": "ωB97M-V with the def2-TZVPD basis set", "energy_ev": -72918.1854, "multiplicity": 1, "charge": -4, "e_above_lowest_kcal_mol": 0.0, "symbols": ["Mg", "S", "O", "O", "O", "O", "S", "O", "O", "O", "O", "S", "O", "O", "O", "O", "O", "H", "H", "O", "H", "H", "O", "H", "H", "O", "H", "H", "O", "H", "H"], "positions_angstrom": [[-0.079, 0.388, 0.285], [-3.020, 0.099, -0.712], [-3.264, 0.811, -1.975], [-3.438, 0.926, 0.464], [-3.771, -1.158, -0.711], [-1.573, -0.184, -0.612], [2.313, 1.689, -1.597], [2.340, 1.602, -3.063], [3.504, 1.089, -1.046], [2.175, 3.120, -1.188], [1.060, 1.050, -1.076], [1.714, -2.374, 0.618], [1.768, -2.699, 2.074], [0.640, -1.317, 0.523], [3.019, -1.864, 0.200], [1.336, -3.513, -0.228], [-1.213, 0.185, 1.901], [-1.143, 0.436, 2.824], [-2.176, 0.261, 1.671], [-1.817, -2.642, 0.774], [-1.101, -2.401, 0.156], [-1.352, -2.848, 1.591], [-0.585, 2.368, 0.412], [0.035, 3.029, 0.055], [-1.271, 2.861, 0.871], [0.015, -0.644, -3.120], [0.716, -0.091, -2.744], [-0.366, -1.092, -2.353], [1.563, 0.924, 1.741], [2.051, 0.229, 2.208], [1.923, 1.758, 2.058]], "forces_ev_per_angstrom": [[1.6, 0.2, 0.0], [-1.4, -0.5, -1.8], [-0.3, 0.7, 0.1], [0.2, 0.4, 1.0], [-0.4, -0.3, 0.2], [-0.7, -0.4, -0.6], [-0.7, 1.0, -0.2], [-0.3, -0.1, -0.7], [1.0, -0.3, 0.8], [0.1, 1.0, 0.5], [0.7, -0.2, -0.9], [0.6, 0.5, 0.2], [-0.1, -0.6, 0.5], [0.7, -1.4, -0.3], [0.2, 0.3, 0.1], [-0.5, -0.5, 0.2], [-1.2, 0.1, 1.7], [0.3, 0.0, -0.1], [0.2, 0.1, -0.6], [-0.4, -0.8, 0.2], [-0.2, 0.2, 0.5], [0.4, 0.1, -0.2], [0.1, 1.7, 0.4], [0.3, -0.6, -0.5], [-0.3, -0.4, -0.1], [0.0, -0.6, -0.5], [-0.1, 0.1, 0.1], [0.0, 0.4, 0.0], [0.1, 0.2, 1.1], [-0.1, -0.3, -0.6], [0.1, 0.1, -0.4]]}

=====

Record 5
{"formula": "H10N4Si2", "method": "ωB97M-V with the def2-TZVPD basis set", "energy_ev": -21879.8165, "multiplicity": 1, "charge": 0, "e_above_lowest_kcal_mol": 10.9, "symbols": ["N", "N", "N", "N", "Si", "Si", "H", "H", "H", "H", "H", "H", "H", "H", "H", "H"], "positions_angstrom": [[1.366, -0.364, -2.031], [1.192, -2.354, -0.078], [-0.522, 2.197, 0.997], [-2.242, 0.351, 0.099], [1.369, -0.623, -0.284], [-0.743, 0.473, 0.957], [0.528, -0.630, -2.484], [1.607, 0.612, -2.226], [1.644, -2.791, 0.736], [0.384, -2.797, -0.429], [-1.183, 2.770, 0.550], [-0.034, 2.541, 1.789], [-2.890, -0.351, 0.002], [-2.792, 1.205, 0.052], [2.832, -0.268, -0.013], [-0.517, 0.029, 2.363]], "forces_ev_per_angstrom": [[0.9, 0.8, 1.3], [1.7, 0.9, 1.0], [0.3, -1.8, -0.1], [1.0, 2.0, 0.3], [-1.0, -0.3, -0.4], [2.2, 0.2, -1.1], [-0.9, 0.0, -0.7], [-0.3, -0.5, -0.3], [-0.7, 0.1, -0.8], [-0.8, -0.7, 0.0], [-0.5, 1.1, -0.2], [0.1, 0.8, 0.4], [-1.1, -2.4, -0.2], [0.4, 0.0, 0.1], [-0.9, 0.0, 0.5], [-0.6, -0.2, 0.0]]}

=====

Record 6
{"formula": "H10NaO6", "method": "ωB97M-V with the def2-TZVPD basis set", "energy_ev": -16864.7904, "multiplicity": 1, "charge": -1, "e_above_lowest_kcal_mol": 32.3, "symbols": ["Na", "O", "H", "O", "H", "O", "H", "H", "O", "H", "H", "O", "H", "H", "O", "H", "H"], "positions_angstrom": [[-15.632, 6.606, 12.778], [-14.002, 5.654, 14.018], [-13.103, 5.330, 14.111], [-14.391, 7.308, 10.887], [-14.968, 6.809, 10.297], [-15.639, 3.729, 14.473], [-15.073, 2.955, 14.444], [-15.005, 4.489, 14.182], [-16.033, 9.149, 13.060], [-16.981, 9.283, 12.962], [-15.790, 9.643, 13.849], [-17.153, 5.994, 10.861], [-16.888, 6.580, 10.142], [-18.112, 6.040, 10.914], [-17.396, 5.893, 14.545], [-18.349, 5.997, 14.534], [-17.207, 5.015, 14.912]], "forces_ev_per_angstrom": [[1.1, 0.1, -0.3], [-0.6, -0.3, 0.2], [-0.1, 0.1, -0.2], [-0.7, 0.1, 0.0], [0.4, -0.1, -0.2], [-0.6, -0.3, -0.1], [-0.1, 0.0, 0.0], [0.8, 0.5, 0.4], [-0.2, 0.0, 0.1], [0.0, 0.1, 0.0], [0.1, -0.1, 0.1], [-0.4, -0.2, 0.1], [0.2, 0.1, 0.2], [0.0, 0.0, -0.1], [-0.2, 0.3, 0.0], [0.0, -0.1, 0.0], [0.4, -0.1, -0.3]]}

=====

Record 7
{"formula": "H10O4S", "method": "ωB97M-V with the def2-TZVPD basis set", "energy_ev": -19187.4255, "multiplicity": 1, "charge": 0, "e_above_lowest_kcal_mol": 13.9, "symbols": ["S", "H", "H", "H", "H", "O", "H", "H", "O", "H", "H", "O", "H", "H", "O"], "positions_angstrom": [[2.004, 1.470, -2.464], [2.569, 0.322, -1.931], [1.259, 0.772, -3.409], [-2.204, -0.462, -1.666], [-1.681, -0.791, -0.237], [-1.950, -0.042, -0.839], [0.829, 1.240, -0.552], [-0.754, 1.363, -0.139], [0.238, 1.447, 0.117], [0.867, 0.373, 1.447], [1.342, 0.360, 3.023], [1.079, -0.201, 2.275], [-0.511, -1.605, 1.336], [-1.667, -2.337, 1.942], [-1.420, -1.910, 1.096]], "forces_ev_per_angstrom": [[0.1, -1.4, -0.7], [-0.4, 0.8, -0.6], [0.7, 0.5, 0.9], [0.0, 0.1, 0.0], [-0.7, 0.9, -0.6], [0.3, -0.8, 0.5], [1.0, -0.5, -2.6], [2.8, -0.3, -0.1], [-3.8, 0.7, 3.0], [0.3, -0.5, 2.0], [-0.3, -0.1, -0.8], [-0.3, 0.6, -1.3], [-0.6, 0.0, -0.3], [-0.2, 0.3, -0.8], [1.2, -0.3, 1.3]]}

=====

Record 8
{"formula": "H10O4S", "method": "ωB97M-V with the def2-TZVPD basis set", "energy_ev": -19187.2613, "multiplicity": 1, "charge": 0, "e_above_lowest_kcal_mol": 17.7, "symbols": ["S", "H", "H", "H", "H", "O", "H", "H", "O", "H", "H", "O", "H", "H", "O"], "positions_angstrom": [[0.160, 5.632, 3.365], [-0.253, 5.113, 4.521], [-0.971, 5.654, 2.652], [0.348, -2.054, -2.139], [1.081, -1.157, -3.117], [0.256, -1.208, -2.621], [-0.889, 1.399, -1.270], [0.009, 0.175, -1.190], [-0.212, 0.991, -0.718], [1.165, -1.352, 0.200], [1.615, -0.735, 1.488], [1.403, -1.599, 1.103], [-1.295, -3.949, -0.063], [-1.445, -3.056, -1.242], [-0.970, -3.851, -0.970]], "forces_ev_per_angstrom": [[0.9, 0.3, -0.3], [-0.6, -0.1, -0.1], [-0.3, -0.2, 0.4], [-0.2, 0.3, -0.3], [-0.1, 0.2, -0.1], [0.3, -0.7, 0.6], [0.1, 0.0, 0.1], [-0.1, 0.1, -0.2], [-0.1, 0.0, 0.0], [0.0, -0.2, 0.1], [-0.1, -0.3, 0.1], [0.1, 0.5, -0.2], [0.4, -0.2, -0.1], [0.0, -0.1, -0.3], [-0.3, 0.5, 0.3]]}

=====

Record 9
{"formula": "H10O5", "method": "ωB97M-V with the def2-TZVPD basis set", "energy_ev": -10398.9559, "multiplicity": 2, "charge": -1, "e_above_lowest_kcal_mol": 17.3, "symbols": ["O", "H", "H", "O", "H", "H", "O", "H", "H", "O", "H", "H", "O", "H", "H"], "positions_angstrom": [[0.258, -1.344, 2.976], [0.885, -0.815, 2.483], [0.180, -0.900, 3.820], [-0.033, -0.209, -0.193], [0.586, 0.358, 0.267], [-0.081, 0.156, -1.077], [-1.822, -2.216, -1.459], [-1.070, -2.807, -1.495], [-1.448, -1.366, -1.226], [0.622, 2.092, 1.082], [1.349, 1.822, 1.643], [-0.139, 2.102, 1.663], [0.294, 0.693, -2.664], [0.829, 1.480, -2.564], [-0.410, 0.954, -3.257]], "forces_ev_per_angstrom": [[-0.3, -0.7, 0.2], [0.3, 0.4, -0.3], [0.0, 0.3, 0.2], [-0.6, -1.3, 0.1], [0.0, 0.6, 0.4], [0.3, 0.3, -0.3], [-0.5, -0.3, -0.5], [0.2, 0.0, 0.1], [0.3, 0.2, 0.5], [0.1, 0.5, -1.1], [0.8, -0.1, 0.8], [-0.6, -0.1, 0.5], [0.0, -0.2, -0.6], [0.3, 0.4, 0.3], [-0.3, 0.1, -0.2]]}